Entry 1:
Here is a molecular structure, C13H5EuIN4O7S5 at a distorted geometry from the OMol25 dataset. Energies are from ωB97M-V/def2-TZVPD.

The geometry in ORCA input format:
```
! wB97M-V def2-TZVPD RIJCOSX def2/J DEFGRID3
* xyz -2 8
Eu -0.441 -0.454 0.067
S 5.978 -4.299 -0.688
C 4.557 -3.443 -0.746
S 2.972 -4.188 -0.836
C 2.025 -2.720 -0.844
C 2.752 -1.538 -0.775
S 2.123 0.069 -0.766
S 4.486 -1.690 -0.708
S 0.320 -2.888 -0.959
O -2.641 2.410 -0.926
C -2.581 1.180 -1.016
O -1.571 0.524 -1.483
C -3.621 0.236 -0.439
C -4.845 -0.148 -0.917
C -5.468 -1.283 -0.356
C -4.795 -2.117 0.523
C -3.528 -1.752 0.965
C -3.021 -0.451 0.660
O -2.036 0.097 1.305
N -2.674 -2.646 1.610
O -3.123 -3.700 2.150
O -1.401 -2.376 1.553
N -6.797 -1.638 -0.792
O -7.330 -2.633 -0.312
O -7.358 -0.916 -1.611
H -5.334 0.383 -1.720
H -5.221 -3.061 0.827
I 3.395 4.555 1.665
C 1.702 3.482 1.141
C 0.693 3.892 0.295
N -0.181 2.884 0.224
N 0.201 1.838 0.969
C 1.357 2.186 1.527
H 0.556 4.818 -0.237
H -1.077 2.849 -0.303
H 1.898 1.507 2.164
*
```

Properties
**Electronic energy**: -4243.0834 hartree
**HOMO energy (spin up / spin down)**: -0.838 / -1.610 eV
**HOMO-LUMO gap (spin up / spin down)**: 0.1496 / 0.1780 hartree
**Maximum force**: 0.058 hartree/bohr
**Energy relative to the best compared isomer or geometry (same formula, charge and spin)**: 76.3 kJ/mol

The computed Mulliken charges, all in e, follow:
1. Eu 1.08
2. S -0.38
3. C 0.07
4. S -0.12
5. C 0.13
6. C 0.12
7. S -0.47
8. S -0.13
9. S -0.43
10. O -0.86
11. C 0.39
12. O -0.66
13. C 0.80
14. C -0.58
15. C -0.07
16. C -0.54
17. C -0.21
18. C 0.28
19. O -0.62
20. N 0.80
21. O -0.80
22. O -0.68
23. N 1.00
24. O -0.66
25. O -0.66
26. H 0.48
27. H 0.55
28. I 0.06
29. C -0.58
30. C -0.09
31. N 0.15
32. N -0.12
33. C -0.42
34. H 0.47
35. H 0.29
36. H 0.44

---

Entry 2:
Here is a molecular structure, C13H6F2N2PtSSe from the OMol25 dataset. Energies are from ωB97M-V/def2-TZVPD.

The geometry in ORCA input format:
```
! wB97M-V def2-TZVPD RIJCOSX def2/J DEFGRID3
* xyz -1 2
Pt 0.725 1.995 -1.180
F 0.620 2.476 4.155
C 0.304 1.697 3.093
C 0.621 2.127 1.823
C 0.306 1.330 0.724
C -0.324 0.083 0.925
C -0.637 -0.271 2.235
F -1.301 -1.430 2.492
C -0.339 0.501 3.337
C -0.619 -0.794 -0.236
C -0.787 -2.179 -0.154
C -1.005 -2.899 -1.313
C -1.048 -2.241 -2.532
C -0.851 -0.872 -2.528
N -0.652 -0.173 -1.418
H 1.102 3.087 1.701
H -0.608 0.183 4.333
H -0.719 -2.685 0.794
H -1.120 -3.974 -1.264
H -1.199 -2.772 -3.461
H -0.827 -0.308 -3.454
Se 3.764 -1.730 -2.767
C 2.728 -0.396 -2.175
N 2.055 0.471 -1.792
S -0.334 5.081 -0.399
C 0.147 3.691 -0.937
*
```

Properties
**Electronic energy**: -3727.2110 hartree
**HOMO energy (spin up / spin down)**: -3.629 / -4.653 eV
**HOMO-LUMO gap (spin up / spin down)**: 0.2362 / 0.2533 hartree
**Maximum force**: 0.005 hartree/bohr

The computed Mulliken charges, all in e, follow:
1. Pt 0.24
2. F -0.34
3. C 0.39
4. C -0.66
5. C -0.36
6. C 0.18
7. C 0.52
8. F -0.35
9. C -0.82
10. C 0.83
11. C -0.71
12. C -0.36
13. C -0.55
14. C -0.26
15. N -0.33
16. H 0.48
17. H 0.47
18. H 0.38
19. H 0.39
20. H 0.37
21. H 0.38
22. Se -0.35
23. C 0.12
24. N -0.55
25. S -0.36
26. C 0.25

---

What did the second record say?
Here is a molecular structure, C13H6F2N2PtSSe from the OMol25 dataset. Energies are from ωB97M-V/def2-TZVPD.

The geometry in ORCA input format:
```
! wB97M-V def2-TZVPD RIJCOSX def2/J DEFGRID3
* xyz -1 2
Pt 0.725 1.995 -1.180
F 0.620 2.476 4.155
C 0.304 1.697 3.093
C 0.621 2.127 1.823
C 0.306 1.330 0.724
C -0.324 0.083 0.925
C -0.637 -0.271 2.235
F -1.301 -1.430 2.492
C -0.339 0.501 3.337
C -0.619 -0.794 -0.236
C -0.787 -2.179 -0.154
C -1.005 -2.899 -1.313
C -1.048 -2.241 -2.532
C -0.851 -0.872 -2.528
N -0.652 -0.173 -1.418
H 1.102 3.087 1.701
H -0.608 0.183 4.333
H -0.719 -2.685 0.794
H -1.120 -3.974 -1.264
H -1.199 -2.772 -3.461
H -0.827 -0.308 -3.454
Se 3.764 -1.730 -2.767
C 2.728 -0.396 -2.175
N 2.055 0.471 -1.792
S -0.334 5.081 -0.399
C 0.147 3.691 -0.937
*
```

Properties
**Electronic energy**: -3727.2110 hartree
**HOMO energy (spin up / spin down)**: -3.629 / -4.653 eV
**HOMO-LUMO gap (spin up / spin down)**: 0.2362 / 0.2533 hartree
**Maximum force**: 0.005 hartree/bohr

The computed Mulliken charges, all in e, follow:
1. Pt 0.24
2. F -0.34
3. C 0.39
4. C -0.66
5. C -0.36
6. C 0.18
7. C 0.52
8. F -0.35
9. C -0.82
10. C 0.83
11. C -0.71
12. C -0.36
13. C -0.55
14. C -0.26
15. N -0.33
16. H 0.48
17. H 0.47
18. H 0.38
19. H 0.39
20. H 0.37
21. H 0.38
22. Se -0.35
23. C 0.12
24. N -0.55
25. S -0.36
26. C 0.25

---

> What is the formula in the first record?

C13H5EuIN4O7S5

---

> Which of these has the highest electronic energy?

C13H6F2N2PtSSe

---

> Among the records above, which one has the highest electronic energy?

C13H6F2N2PtSSe